{"formula": "CH3NS2", "method": "ωB97M-V/def2-TZVPD", "elements": ["C", "N", "S", "S", "H", "H", "H"], "xyz": [[-0.8382, 1.1518, -1.4960], [0.2503, 0.2062, 1.0303], [1.6168, 2.3018, 1.6653], [-0.7023, 1.4857, -0.0117], [-0.5718, 0.4966, -2.3059], [-0.2428, 0.3695, 1.9314], [1.2860, 0.3413, 1.1225]], "forces_ev_per_angstrom": [[-0.3, 0.6, 0.6], [-0.4, 1.8, 0.7], [-0.2, -0.3, 0.0], [0.3, -1.0, -1.1], [0.2, -0.2, 0.2], [0.9, -0.6, -0.3], [-0.5, -0.4, -0.1]], "lowdin_charge": [-0.40, -0.34, 0.15, 0.73, -0.02, -0.01, -0.12], "homo_ha": [-0.34031, -0.34013], "homo_lumo_gap_ev": [6.968, 6.977], "relative_energy_kj_mol": 594.31, "largest_force_ev_per_a": 1.956}

=====

{"formula": "C47H85KNO21PdS8", "method": "ωB97M-V/def2-TZVPD", "elements": ["K", "Pd", "C", "C", "C", "O", "C", "C", "C", "O", "O", "O", "H", "H", "C", "C", "C", "S", "O", "O", "C", "H", "H", "H", "H", "H", "H", "H", "H", "C", "C", "C", "S", "O", "O", "C", "H", "H", "H", "H", "H", "H", "H", "H", "C", "C", "C", "S", "O", "O", "C", "H", "H", "H", "H", "H", "H", "H", "H", "C", "C", "C", "S", "O", "O", "C", "H", "H", "H", "H", "H", "H", "H", "H", "C", "C", "C", "S", "O", "O", "C", "H", "H", "H", "H", "H", "H", "H", "H", "C", "C", "C", "S", "O", "O", "C", "H", "H", "H", "H", "H", "H", "H", "H", "C", "C", "C", "S", "O", "O", "C", "H", "H", "H", "H", "H", "H", "H", "H", "C", "C", "C", "S", "O", "O", "C", "H", "H", "H", "H", "H", "H", "H", "H", "C", "C", "C", "C", "C", "C", "N", "O", "C", "C", "C", "H", "H", "H", "H", "H", "H", "H", "H", "H", "H", "H", "H", "H", "H", "H", "H", "H", "H", "H"], "xyz": [[-7.5918, -0.7893, 2.1114], [4.4852, 1.1660, -2.3644], [-1.0768, 1.4348, 0.3317], [0.1645, 0.9790, -0.3521], [0.0975, -0.4154, -0.9957], [1.1829, -0.8184, -1.4721], [-1.0139, -1.2555, -0.8224], [-2.1446, -0.8154, -0.1697], [-2.1131, 0.5897, 0.4988], [-3.1248, 1.0720, 1.1417], [-3.2066, -1.6213, -0.2269], [1.2135, 1.6286, -0.5620], [-1.0688, 2.4082, 0.7996], [-1.1286, -2.2282, -1.2776], [-5.3564, 4.1414, -3.3673], [-6.1751, 4.1292, -4.6989], [-7.3337, 3.1132, -4.5035], [-7.9559, 3.6697, -2.8378], [-8.2463, 2.6468, -1.8166], [-8.9818, 4.6349, -3.1165], [-6.3820, 4.5277, -2.3599], [-4.4904, 4.7921, -3.2462], [-4.9696, 3.1708, -3.0568], [-5.6945, 3.7053, -5.5806], [-6.4945, 5.1283, -4.9955], [-6.9016, 2.1176, -4.4019], [-8.1966, 3.0190, -5.1627], [-6.1870, 4.1903, -1.3419], [-6.6009, 5.5950, -2.3893], [-8.7097, -9.0442, 0.3726], [-7.7697, -8.2350, -0.6260], [-7.2422, -7.0484, 0.1240], [-8.5973, -6.5197, 1.2882], [-9.2405, -5.3347, 0.6796], [-8.0705, -6.4195, 2.6712], [-9.7518, -8.0080, 0.9979], [-8.1568, -9.5577, 1.1593], [-9.1669, -9.8245, -0.2358], [-8.3235, -7.8977, -1.5022], [-6.9883, -8.9671, -0.8301], [-6.9383, -6.1992, -0.4880], [-6.3444, -7.3968, 0.6346], [-10.4135, -7.7937, 0.1586], [-10.3857, -8.2432, 1.8529], [-0.0415, -8.2623, 1.6421], [-0.7841, -6.8944, 1.4458], [-1.4032, -6.3153, 2.7237], [-1.3851, -7.7556, 3.8454], [-2.7262, -8.0669, 4.3390], [-0.3319, -7.7095, 4.8441], [-0.9565, -9.0830, 2.5238], [1.0340, -8.2425, 1.8182], [-0.0500, -8.7988, 0.6933], [-1.6704, -7.0121, 0.8223], [-0.1188, -6.2128, 0.9158], [-2.4768, -6.1935, 2.5795], [-1.0111, -5.3860, 3.1370], [-1.8405, -9.3348, 1.9379], [-0.5212, -9.9560, 3.0101], [-0.0980, -1.7083, -8.8734], [0.6544, -0.6509, -9.7300], [1.1714, 0.5738, -8.9647], [0.8972, 0.2250, -7.1765], [-0.3266, 0.9191, -6.7304], [2.1935, 0.3747, -6.4937], [0.4359, -1.6182, -7.4254], [0.0391, -2.6783, -9.3512], [-1.1237, -1.3814, -8.7028], [0.0483, -0.4343, -10.6097], [1.5427, -1.0678, -10.2045], [0.7285, 1.5548, -9.1363], [2.2276, 0.6865, -9.2095], [-0.2381, -1.9196, -6.6235], [1.2789, -2.2987, -7.3051], [3.4790, -3.0062, 4.0844], [2.7344, -1.6529, 3.7029], [3.7993, -0.5513, 3.6715], [5.1743, -1.3220, 2.6581], [6.4620, -0.9669, 3.2821], [4.9217, -1.2007, 1.2491], [4.7821, -3.0915, 3.2578], [2.7901, -3.8488, 4.0241], [3.7906, -3.0416, 5.1283], [1.9602, -1.3677, 4.4151], [2.2855, -1.8414, 2.7277], [4.2928, -0.3143, 4.6141], [3.5290, 0.4209, 3.2594], [5.5452, -3.3293, 3.9989], [4.8170, -3.7401, 2.3824], [0.4101, 6.9182, -2.4394], [1.4664, 8.0548, -2.1472], [2.8483, 7.5298, -2.5775], [2.5804, 6.3189, -3.9746], [3.0424, 4.9882, -3.6180], [3.0661, 6.9109, -5.2127], [0.7298, 6.4320, -3.8611], [-0.6129, 7.2750, -2.3198], [0.6854, 6.1439, -1.7233], [1.4374, 8.2868, -1.0826], [1.1858, 8.9665, -2.6746], [3.1628, 6.8658, -1.7723], [3.4865, 8.3222, -2.9685], [0.2268, 5.5046, -4.1350], [0.4473, 7.1605, -4.6211], [11.1012, 5.4150, -0.2858], [11.4420, 4.3853, 0.7989], [10.3840, 3.2912, 0.7557], [8.7277, 4.2370, 0.5647], [8.3552, 4.8362, 1.8257], [7.6598, 3.6556, -0.2331], [9.5511, 5.5933, -0.3769], [11.5320, 5.2177, -1.2674], [11.6813, 6.2998, -0.0234], [11.5062, 4.7907, 1.8087], [12.4172, 3.9912, 0.5130], [10.3441, 2.6792, 1.6568], [10.4122, 2.7093, -0.1655], [9.0811, 6.5763, -0.3450], [9.3028, 5.3379, -1.4071], [-0.4637, -7.6943, -4.7123], [-1.9208, -7.4851, -4.6462], [-2.6889, -8.9421, -4.5583], [-1.4125, -10.0146, -5.4563], [-2.0320, -10.4164, -6.7318], [-0.9318, -10.9862, -4.4224], [-0.0935, -8.7724, -5.7022], [-0.2532, -8.0353, -3.6987], [0.0556, -6.7389, -4.7867], [-2.1769, -6.9881, -5.5819], [-2.1503, -6.7181, -3.9065], [-3.6584, -9.1377, -5.0164], [-2.6096, -9.3760, -3.5615], [-0.2747, -8.3446, -6.6883], [0.8514, -9.2968, -5.5597], [0.7503, 7.6961, 6.5839], [1.2944, 6.4157, 5.8799], [2.6545, 5.9894, 6.5364], [2.6363, 5.4248, 7.9431], [1.6241, 4.2896, 8.0551], [0.1847, 4.5143, 7.3974], [0.3426, 5.2446, 6.0581], [-0.8496, 5.4938, 5.3905], [-0.3280, 3.0402, 7.0672], [-0.5863, 5.2155, 8.4734], [1.6150, 6.5803, 4.3471], [1.1925, 8.5818, 6.1278], [-0.3390, 7.7300, 6.5993], [1.1328, 7.8206, 7.5969], [3.4669, 5.6283, 5.9058], [3.0659, 6.9804, 6.7282], [3.6273, 5.0696, 8.2259], [2.4924, 6.2254, 8.6687], [1.4141, 4.0019, 9.0853], [2.0206, 3.3728, 7.6189], [-0.3724, 2.5214, 8.0248], [0.1789, 2.5090, 6.2616], [-1.3798, 3.0953, 6.7866], [-0.4946, 4.7014, 9.4301], [-1.6640, 5.2748, 8.3211], [-0.0534, 6.1649, 8.5259], [1.9340, 7.6052, 4.1578], [2.3718, 5.8981, 3.9598], [0.8156, 6.4542, 3.6169], [-0.7690, 4.7878, 4.7450]], "forces_ev_per_angstrom": [[0.2, 0.0, -0.2], [-0.6, 0.0, 0.3], [4.8, 0.6, -1.1], [0.4, 1.1, -1.1], [3.2, -0.8, 0.3], [-1.2, 0.4, -0.2], [-0.1, 0.5, -0.3], [-4.4, -2.4, 0.1], [-5.4, -0.5, 1.6], [1.6, -1.9, -1.3], [3.3, 3.6, 1.0], [-2.1, -0.7, 1.0], [-0.2, 0.0, 0.0], [0.5, 0.0, -0.1], [-0.2, -0.4, -0.3], [0.3, -1.0, -0.9], [0.1, 0.1, 2.0], [0.4, -0.7, 0.8], [0.6, 0.7, -1.5], [-0.2, 0.3, 0.0], [-1.4, -0.1, 0.8], [-0.1, 0.3, -0.8], [-0.1, -0.4, -0.6], [0.8, 0.3, 0.1], [-0.2, 0.0, 0.3], [0.0, 0.0, 0.1], [0.2, 0.7, -0.1], [0.1, 0.2, -0.1], [-0.1, 0.0, 0.1], [-0.6, 1.0, 0.0], [-1.1, -1.0, 1.2], [0.3, -0.1, 0.6], [-0.2, 0.9, 0.3], [0.8, -1.3, 0.9], [-1.1, -0.4, -2.3], [1.9, -0.3, -1.4], [0.3, 0.2, 0.0], [-0.5, 0.1, 0.3], [0.0, -0.5, -0.1], [0.1, 0.4, -0.6], [-0.4, 0.1, 0.1], [-0.3, 0.4, 0.7], [0.0, 0.7, 0.2], [0.7, -0.1, 0.2], [-0.8, -0.3, -1.4], [0.6, 0.2, -0.6], [-0.2, -0.9, 0.3], [-0.9, -2.4, 1.1], [0.9, 0.8, -0.7], [-0.1, 0.4, -1.0], [0.6, 1.8, 1.2], [-0.2, 0.5, 1.0], [-0.1, 0.3, -0.5], [0.4, -0.5, -0.5], [-0.1, 0.2, 0.2], [0.1, 0.2, 0.0], [0.4, -0.4, 0.2], [-0.2, 0.0, 0.5], [-0.1, 0.2, 0.2], [0.3, 1.6, 1.3], [0.0, -0.2, -0.8], [-0.3, -0.1, 0.4], [0.2, -0.7, -0.2], [1.9, -1.0, -0.5], [-1.8, -0.1, -0.3], [0.9, 0.1, -0.1], [-0.4, 0.0, 0.4], [-0.3, -0.4, -1.0], [-0.3, 0.5, 0.2], [0.0, -0.5, 0.3], [-0.5, -0.3, -0.1], [0.0, 0.0, 0.7], [-0.4, 0.4, -0.2], [0.6, 0.6, 0.1], [-0.4, 1.0, -0.1], [0.9, -0.7, 0.7], [0.9, -0.4, -1.1], [0.4, -0.9, 3.3], [-1.5, -0.1, -1.4], [0.1, 0.2, -0.4], [-0.1, 1.0, 0.1], [0.1, -0.1, -0.6], [-0.2, 0.5, 0.1], [-0.1, -0.3, 0.0], [0.0, 0.5, -0.1], [-0.2, -0.5, 0.2], [-0.2, -0.3, -0.4], [0.4, 0.0, -0.7], [-0.2, 0.0, 0.1], [1.8, 0.7, -0.3], [-0.9, -0.4, -0.5], [-1.2, -0.8, -0.4], [-0.6, 0.9, -0.1], [-0.2, 0.5, 0.1], [-0.5, -0.4, 0.8], [0.0, -0.1, -0.1], [0.1, -0.2, 0.0], [-0.6, -0.3, 0.0], [0.2, 0.0, 0.0], [0.1, 0.0, -0.2], [0.9, 0.4, -0.1], [0.4, -0.4, 0.4], [0.4, -0.2, 0.1], [0.1, 0.2, 0.1], [-0.3, 1.2, 0.8], [-0.2, -0.6, -0.8], [-1.4, 0.3, -0.3], [1.0, 2.2, 0.2], [0.1, -0.7, 0.2], [1.1, -0.5, 0.2], [0.5, -1.0, -1.9], [-0.3, -0.8, 0.0], [-0.6, 0.5, 0.2], [-0.1, 0.3, -0.2], [0.0, -0.3, 0.4], [-0.2, -0.1, -0.2], [0.2, -0.2, 0.1], [0.2, -0.1, 1.2], [-0.1, -0.3, -0.2], [1.3, -0.6, 2.2], [-2.7, -0.6, -1.4], [3.0, 1.0, -0.3], [-1.3, -1.2, 1.2], [1.3, 0.2, 1.6], [-0.7, 1.7, -2.4], [-1.1, 0.1, -0.3], [0.8, -0.3, 0.1], [0.2, -0.1, -0.5], [-0.6, -0.2, -0.3], [-0.3, -0.6, 0.4], [0.2, 0.5, -0.1], [-0.3, 0.3, 0.1], [0.4, -0.5, -0.3], [-0.1, 0.3, -0.2], [0.7, 0.0, -0.4], [-0.1, -2.1, 0.3], [0.5, 2.5, 0.4], [-0.5, -0.7, 0.1], [-0.6, -0.4, -0.6], [1.8, -1.5, -1.5], [2.5, -0.3, 1.3], [-0.7, -0.3, 0.0], [-1.0, 1.9, 0.7], [-0.5, 0.2, 0.0], [-0.5, 0.5, 0.1], [-0.4, 0.1, -0.5], [0.1, 0.1, -0.2], [-0.2, -0.6, 0.3], [-0.7, -0.9, -0.4], [0.4, 0.4, -0.2], [0.1, -0.2, -0.2], [-0.6, 0.0, 0.0], [0.1, 0.2, 0.1], [0.3, 0.1, -0.3], [0.5, -0.4, -0.1], [0.4, 0.2, 0.4], [-0.2, 0.1, -0.2], [0.2, 0.0, 0.0], [0.1, 0.6, -0.4], [-0.8, 0.3, 0.5], [0.4, 0.0, 0.1], [0.2, 0.0, 0.6], [-0.7, -0.1, 0.6], [-0.7, 0.1, -0.4]], "lowdin_charge": [0.96, 0.96, 0.09, -0.29, -0.36, 0.00, 0.04, -0.29, -0.34, -0.01, -0.07, 0.02, 0.13, 0.13, -0.22, -0.20, -0.20, 0.70, -0.37, -0.33, -0.24, 0.12, 0.12, 0.11, 0.12, 0.10, 0.10, 0.10, 0.11, -0.19, -0.22, -0.23, 0.74, -0.39, -0.36, -0.16, 0.11, 0.11, 0.12, 0.11, 0.10, 0.10, 0.09, 0.10, -0.24, -0.22, -0.21, 0.71, -0.36, -0.33, -0.18, 0.12, 0.10, 0.11, 0.11, 0.09, 0.11, 0.10, 0.11, -0.20, -0.22, -0.21, 0.74, -0.35, -0.38, -0.20, 0.12, 0.11, 0.11, 0.11, 0.10, 0.10, 0.09, 0.09, -0.20, -0.20, -0.21, 0.71, -0.37, -0.35, -0.18, 0.10, 0.10, 0.11, 0.11, 0.10, 0.10, 0.09, 0.09, -0.20, -0.22, -0.20, 0.70, -0.36, -0.34, -0.22, 0.11, 0.11, 0.11, 0.11, 0.10, 0.10, 0.10, 0.10, -0.21, -0.23, -0.18, 0.70, -0.34, -0.36, -0.21, 0.11, 0.11, 0.12, 0.12, 0.10, 0.10, 0.10, 0.08, -0.29, -0.22, -0.13, 0.74, -0.36, -0.37, -0.21, 0.12, 0.12, 0.11, 0.11, 0.09, 0.08, 0.11, 0.11, -0.03, -0.43, -0.15, -0.18, -0.14, -0.45, -0.13, -0.03, -0.04, -0.04, -0.03, 0.08, 0.08, 0.07, 0.11, 0.11, 0.11, 0.10, 0.11, 0.11, 0.08, 0.08, 0.06, 0.08, 0.09, 0.07, 0.07, 0.07, 0.07, 0.10], "homo_ha": [-0.34230, -0.32846], "s2": 2.04, "homo_lumo_gap_ev": [4.759, 3.100], "spin_multiplicity": 3, "total_charge": 1, "largest_force_ev_per_a": 5.599}